No. 1
DFT (ωB97M-V with the def2-TZVPD basis set) results for one molecule with the formula C4H9NO2.

```
16
Properties=species:S:1:pos:R:3:forces:R:3
C -2.08626 -0.20221 -0.56326 -0.04 -0.01 0.04
C -0.62706 0.19926 -0.42076 -0.02 -0.34 -0.14
O -0.47973 1.51662 0.10542 -0.04 0.23 -0.23
C 0.17386 -0.68976 0.52902 0.03 -0.09 0.01
C 1.62858 -0.55419 0.11172 0.05 0.00 -0.09
N 2.41996 0.22766 0.89858 0.11 -0.02 -0.06
O 2.03820 -1.07760 -0.91056 -0.02 0.05 0.33
H -2.61220 -0.12690 0.39416 0.09 -0.01 -0.10
H -2.15245 -1.23436 -0.92521 -0.03 0.17 0.04
H -2.59218 0.44565 -1.28995 0.07 -0.10 0.14
H -0.13539 0.10956 -1.40310 -0.19 0.18 0.14
H -0.76196 2.14987 -0.56458 0.02 -0.05 0.10
H -0.01597 -0.37678 1.56192 0.06 -0.04 -0.15
H -0.11215 -1.73959 0.41786 0.06 0.17 -0.06
H 3.31098 0.48821 0.50190 -0.07 -0.04 0.08
H 2.00379 0.86455 1.55684 -0.05 -0.07 -0.05
```
Positions in Å, forces in eV/Å.

Its multiplicity is 1. Its total energy is -9879.62328 eV. As for the energy above the lowest of the compared OMol25 structures with the same formula, charge and spin: 10.1 kcal/mol. As for the structure (SMILES): C[C@@H](O)CC(N)=O. Its gap between HOMO and LUMO is 0.3866 hartree.



No. 2
DFT (ωB97M-V with the def2-TZVPD basis set) results for a 2-piece molecular cluster, C4H9NO2 overall.

```
16
Properties=species:S:1:pos:R:3:forces:R:3
N 1.65284 -2.42717 1.59653 -0.16 0.39 -0.04
C 1.05081 -1.45610 0.91435 0.17 -0.24 0.27
O 0.79076 -0.49769 1.82735 -0.04 -0.03 -0.33
C 0.32953 1.95803 -0.15693 -0.03 0.07 -0.14
C -0.84331 1.36624 -0.35615 0.05 0.03 0.05
C -1.07654 0.28007 -1.36104 0.45 0.00 0.21
O -2.21938 0.61554 -2.12670 -0.21 -0.20 -0.14
H 1.79842 -2.23061 2.58295 0.24 -0.53 0.04
H 1.98450 -3.27742 1.16704 -0.15 0.31 0.10
H 0.48558 2.70741 0.61469 -0.11 -0.07 -0.12
H 1.17681 1.72113 -0.79336 0.01 -0.05 0.13
H 0.38907 0.24231 1.35098 -0.03 0.05 -0.03
H -1.70759 1.64087 0.24150 -0.01 -0.01 0.04
H -0.19014 0.17166 -1.99845 -0.03 0.00 0.08
H -1.19979 -0.67048 -0.81801 -0.08 0.14 -0.15
H -2.42158 -0.14379 -2.68476 -0.08 0.15 0.04
```
Positions in Å, forces in eV/Å.

Its multiplicity is 1. Its total energy is -9876.75769 eV. As for the energy above the lowest of the compared OMol25 structures with the same formula, charge and spin: 76.2 kcal/mol. Its gap between HOMO and LUMO is 0.3606 hartree.



No. 3
DFT (ωB97M-V with the def2-TZVPD basis set) results for a 3-piece molecular cluster, C4H9NO2 overall in a non-equilibrium geometry.

```
16
Properties=species:S:1:pos:R:3:forces:R:3
C -1.64189 0.82962 -0.12256 0.17 0.00 -0.03
N -1.02323 -0.48792 0.16603 0.17 -0.27 0.04
C -0.80632 -0.72920 1.60405 -0.12 -0.07 0.82
C 0.26152 -0.99528 0.69364 -0.45 -0.54 -0.32
O 1.19238 -1.72117 0.46025 -1.01 0.59 -0.45
H -2.58734 0.89286 0.43897 0.32 -0.26 -0.11
H -1.90574 0.97375 -1.17825 0.34 -0.33 0.17
H -1.02519 1.67900 0.19825 0.06 -0.22 -0.03
H -1.28733 -1.60761 2.01526 -0.35 0.14 0.38
H -0.76630 0.17799 2.19781 0.10 -0.12 0.29
H -0.03673 -0.46406 -1.52121 0.31 -0.02 -0.66
H 0.51960 -0.26119 -1.97808 -0.25 -0.11 -0.31
C 2.05545 0.62256 -0.51092 -0.06 0.34 0.35
O 1.28202 0.86354 0.38807 0.66 0.53 -0.21
H 2.40094 1.44437 -1.14021 0.22 0.18 -0.19
H 2.41501 -0.39566 -0.73744 -0.12 0.16 0.25
```
Positions in Å, forces in eV/Å.

Its multiplicity is 1. Its total energy is -9874.33634 eV. As for the energy above the lowest of the compared OMol25 structures with the same formula, charge and spin: 132.0 kcal/mol. As for the structure (SMILES): CN1CC1=O.[H][H].C=O. Its gap between HOMO and LUMO is 0.3470 hartree.



No. 4
DFT (ωB97M-V with the def2-TZVPD basis set) results for a 2-piece molecular cluster, C4H9NO2 overall in a non-equilibrium geometry.

```
16
Properties=species:S:1:pos:R:3:forces:R:3
O 1.47398 -2.13108 0.11186 0.04 -0.56 0.57
C 1.85234 -1.03235 -0.21721 0.67 -1.38 -1.71
C 0.75360 -0.07042 -0.83745 -0.47 -0.41 2.07
C 1.05284 0.34387 0.53179 -2.64 3.57 -1.22
C -2.37180 1.70628 0.16468 -0.80 0.34 0.10
O -1.39582 1.24261 1.00166 1.15 -0.43 0.22
N -0.56458 -0.60621 -0.91013 1.60 0.89 -1.19
H 2.91500 -0.82279 -0.33521 0.22 0.32 0.08
H 1.06939 0.62472 -1.59030 0.69 -0.04 -0.51
H 1.58077 1.28935 0.55962 0.91 -0.32 0.72
H 0.35069 0.11714 1.32451 0.33 -0.67 0.22
H -1.99283 2.30614 -0.67802 -0.03 0.16 0.01
H -2.99466 0.91021 -0.26362 0.09 -0.28 -0.27
H -3.11020 2.32872 0.71987 0.47 0.15 -0.13
H -0.55584 -1.53813 -0.54198 -0.56 -0.42 0.34
H -0.94457 0.12161 -0.29776 -1.66 -0.90 0.71
```
Positions in Å, forces in eV/Å.

Its multiplicity is 1. Its total energy is -9871.92448 eV. As for the energy above the lowest of the compared OMol25 structures with the same formula, charge and spin: 187.6 kcal/mol. Its gap between HOMO and LUMO is 0.1824 hartree.



No. 5
DFT (ωB97M-V with the def2-TZVPD basis set) results for one molecule with the formula C4H9NO2 in a non-equilibrium geometry.

```
16
Properties=species:S:1:pos:R:3:forces:R:3
C 1.33224 -0.85964 0.83848 0.74 0.47 0.99
C 0.80589 0.49547 1.56995 0.62 -1.40 -0.13
N -0.00441 1.26679 0.63970 -0.08 -0.37 -0.22
C -0.65370 0.19588 0.02041 -1.21 0.95 -0.23
O -1.45838 -0.51658 0.56390 0.18 0.40 -0.47
O -0.27169 0.07740 -1.27132 -0.33 0.33 0.05
C -1.44600 -0.02862 -2.06190 -0.43 -0.10 -0.50
H 1.84277 -0.71795 -0.13156 -0.07 0.43 0.63
H 2.03614 -1.17632 1.57705 0.95 -0.70 0.19
H 0.66861 -1.73815 0.66573 -0.10 1.15 0.51
H 0.14303 0.20097 2.38579 0.31 -0.03 0.06
H 1.61956 1.12359 1.97114 -0.17 -0.53 -0.30
H 0.57578 1.77648 -0.02385 -0.14 -0.35 0.05
H -1.15688 0.27491 -3.06336 -0.14 -0.13 -0.10
H -1.84993 -1.03989 -2.03335 0.01 0.04 -0.14
H -2.18305 0.66567 -1.64681 -0.12 -0.14 -0.38
```
Positions in Å, forces in eV/Å.

Its multiplicity is 1. Its total energy is -9877.95676 eV. As for the energy above the lowest of the compared OMol25 structures with the same formula, charge and spin: 48.5 kcal/mol. As for the structure (SMILES): CCNC(=O)OC. Its gap between HOMO and LUMO is 0.3963 hartree.



No. 6
DFT (ωB97M-V with the def2-TZVPD basis set) results for one molecule with the formula C4H9NO2 in a non-equilibrium geometry.

```
16
Properties=species:S:1:pos:R:3:forces:R:3
N -1.22030 -2.70883 -0.03712 1.29 0.87 1.60
C -0.57331 -1.68264 0.71451 -1.37 0.92 -2.19
O -0.42280 -1.52945 1.89163 -0.09 -1.25 0.63
C -0.32195 -0.48715 -0.20504 1.81 1.10 -0.76
C 0.35095 0.74501 0.49194 -1.72 -1.04 -0.11
C 0.64953 1.78920 -0.56218 0.93 2.34 -0.88
O 1.94719 2.45667 -0.41144 -0.43 -1.10 1.52
H -1.21869 -2.42957 -0.99694 -0.49 -0.35 -0.35
H -2.04761 -3.15317 0.32729 0.18 -0.15 0.10
H -1.23594 -0.27077 -0.78777 0.01 0.38 0.85
H 0.38531 -0.52872 -1.04007 0.09 -1.57 -0.06
H 1.24585 0.44459 1.06307 -0.32 -0.13 -0.38
H -0.41217 1.07711 1.21337 0.67 0.43 -0.02
H -0.08626 2.59500 -0.46524 -0.16 -0.15 -0.18
H 0.72869 1.57130 -1.65168 -0.76 -0.95 0.81
H 2.23151 2.11142 0.45567 0.38 0.67 -0.57
```
Positions in Å, forces in eV/Å.

Its multiplicity is 1. Its total energy is -9878.17842 eV. As for the energy above the lowest of the compared OMol25 structures with the same formula, charge and spin: 43.4 kcal/mol. As for the structure (SMILES): NC(=O)CCCO. Its gap between HOMO and LUMO is 0.3941 hartree.